Entry 1:
This record from the Open Molecules 2025 dataset describes 3 unconnected molecules or ions with the total composition C3H13NO2S at a distorted geometry. The level of theory is ωB97M-V/def2-TZVPD.

Calculated values
ΔE to the lowest compared entry with this formula, charge and spin   40.5 kcal/mol
HOMO energy   -9.09 eV
SMILES   NCCCS.O.O
Electronic energy   -725.45687 Eh
Frontier orbital gap   9.223 eV

Last column: natural (NBO) charge in e.
CARTESIAN COORDINATES (ANGSTROEM)
N 0.753 0.537 -0.987  -0.873
C -0.456 -0.240 -1.455  -0.223
C -1.533 0.628 -0.912  -0.425
C -2.886 0.220 -1.448  -0.503
S -4.098 1.524 -0.927  -0.059
H 1.378 -0.135 -0.450  0.348
H 0.695 1.398 -0.434  0.371
H -0.287 -0.400 -2.581  0.203
H -0.558 -1.194 -0.949  0.183
H -1.476 0.673 0.239  0.215
H -1.371 1.684 -1.091  0.209
H -3.144 -0.777 -1.081  0.218
H -3.044 0.126 -2.566  0.228
H -4.851 0.904 -0.131  0.108
O 2.581 -2.302 4.050  -0.933
H 1.912 -2.782 4.580  0.469
H 2.021 -1.685 3.541  0.464
O 5.121 0.827 0.790  -0.927
H 4.972 0.292 1.533  0.462
H 4.272 0.702 0.281  0.465

=====

Entry 2:
This record from the Open Molecules 2025 dataset describes 2 unconnected molecules or ions with the total composition C14H16O at a distorted geometry. The level of theory is ωB97M-V/def2-TZVPD.

Calculated values
ΔE to the lowest compared entry with this formula, charge and spin   13.5 kcal/mol
HOMO energy   -8.43 eV
SMILES   Cc1ccc(O)cc1.Cc1ccccc1
Electronic energy   -618.29453 Eh
Frontier orbital gap   9.308 eV

Last column: natural (NBO) charge in e.
CARTESIAN COORDINATES (ANGSTROEM)
C 0.704 1.251 -0.049  -0.639
C 0.836 0.610 -1.396  -0.056
C 0.403 -0.678 -1.643  -0.186
C 0.557 -1.231 -2.911  -0.286
C 1.084 -0.478 -3.952  0.294
O 0.974 -0.937 -5.244  -0.681
C 1.680 0.734 -3.664  -0.263
C 1.577 1.259 -2.384  -0.182
H -0.143 0.854 0.513  0.226
H 0.399 2.300 -0.063  0.214
H 1.575 1.184 0.604  0.221
H -0.242 -1.195 -0.943  0.211
H 0.205 -2.245 -3.064  0.208
H 0.155 -1.443 -5.319  0.481
H 2.186 1.291 -4.443  0.223
H 2.065 2.201 -2.179  0.211
C -2.312 1.821 3.873  -0.632
C -1.521 0.616 3.395  0.003
C -0.381 0.145 4.041  -0.225
C 0.332 -0.869 3.429  -0.193
C -0.139 -1.522 2.299  -0.234
C -1.358 -1.165 1.769  -0.200
C -2.049 -0.080 2.311  -0.228
H -3.316 1.772 3.445  0.212
H -1.945 2.789 3.519  0.220
H -2.386 1.841 4.960  0.218
H 0.042 0.660 4.885  0.214
H 1.208 -1.273 3.924  0.211
H 0.484 -2.298 1.874  0.218
H -1.899 -1.604 0.937  0.214
H -2.921 0.316 1.808  0.208

=====

Entry 3:
This record from the Open Molecules 2025 dataset describes C4H3NO3 in the gas phase at a distorted geometry. The level of theory is ωB97M-V/def2-TZVPD.

Calculated values
ΔE to the lowest compared entry with this formula, charge and spin   153.9 kcal/mol
HOMO energy   -8.95 eV
SMILES   Oc1onc2c1OC2
Electronic energy   -434.48212 Eh
Frontier orbital gap   8.982 eV

Last column: natural (NBO) charge in e.
CARTESIAN COORDINATES (ANGSTROEM)
O 0.282 2.038 -1.511  -0.642
C 0.162 0.831 -0.886  0.534
O 1.214 -0.118 -1.110  -0.310
N 1.252 -1.177 -0.217  -0.104
C 0.220 -0.928 0.526  0.120
C -0.668 0.163 0.086  0.044
O -1.469 0.095 1.362  -0.493
C -0.774 -1.248 1.712  -0.081
H -0.748 2.457 -1.533  0.513
H -0.461 -1.119 2.733  0.207
H -1.406 -2.125 1.757  0.213

=====

Entry 4:
This record from the Open Molecules 2025 dataset describes a molecular structure, C27H24N6O11OsS2. The level of theory is ωB97M-V/def2-TZVPD.

Calculated values
ΔE to the lowest compared entry with this formula, charge and spin   0.0 kcal/mol
HOMO energy   -8.45 eV
Electronic energy   -3086.61043 Eh
Frontier orbital gap   7.864 eV

Last column: Mulliken charge in e.
CARTESIAN COORDINATES (ANGSTROEM)
Os -0.343 -0.790 0.397  3.209
O -2.536 -3.250 5.540  -0.560
C -2.092 -2.730 4.383  0.866
C -2.852 -2.750 3.213  -0.228
C -2.321 -2.163 2.092  -0.053
N -1.127 -1.580 2.113  0.343
C -0.362 -1.608 3.206  0.478
C -0.812 -2.174 4.371  -0.872
C 1.033 -1.083 2.958  -0.018
O 1.860 -1.044 3.829  -0.707
O 1.225 -0.799 1.690  -1.110
C -2.927 -2.178 0.719  0.062
O -3.982 -2.719 0.489  -0.729
O -2.160 -1.596 -0.166  -0.614
H -3.410 -3.639 5.416  0.331
H -3.828 -3.214 3.151  0.533
H -0.173 -2.194 5.243  0.655
N -6.391 -0.058 4.699  -0.588
C -5.201 0.438 4.190  1.197
C -4.008 0.278 4.896  -0.901
C -2.811 0.718 4.358  -0.199
C -2.799 1.330 3.115  -0.311
C -3.983 1.522 2.409  -0.617
C -5.172 1.068 2.939  -0.815
S -1.274 1.865 2.423  1.090
O -0.227 1.362 3.262  -0.660
O -1.364 3.253 2.100  -0.681
N -1.170 1.023 1.015  -0.756
C -1.639 1.401 -0.194  0.856
N -2.424 2.402 -0.561  -0.557
C -2.672 2.453 -1.867  -0.340
C -2.187 1.541 -2.803  -0.806
C -1.420 0.496 -2.328  -0.076
N -1.168 0.458 -1.032  0.181
H -6.429 -0.173 5.698  0.232
H -7.234 0.334 4.316  0.224
H -4.020 -0.193 5.872  0.308
H -1.883 0.605 4.902  0.647
H -3.962 2.024 1.449  0.535
H -6.096 1.203 2.390  0.330
H -3.306 3.271 -2.188  0.453
H -2.414 1.642 -3.852  0.394
H -0.986 -0.287 -2.936  0.516
C -1.368 -6.394 -5.308  -1.415
C -0.741 -5.772 -4.092  1.028
C 0.488 -6.223 -3.612  -0.884
C 1.057 -5.667 -2.480  -0.707
C 0.389 -4.634 -1.834  -0.005
C -0.833 -4.160 -2.290  -0.272
C -1.389 -4.739 -3.417  -0.943
S 1.102 -3.954 -0.390  1.111
O 0.195 -2.882 0.050  -0.663
O 1.350 -4.939 0.615  -0.735
N 2.524 -3.377 -0.934  -0.289
C 3.195 -2.492 0.064  -0.455
C 3.431 -1.096 -0.520  -0.269
C 2.285 -0.737 -1.456  -0.091
O 2.464 -0.849 -2.661  -0.648
O 1.126 -0.419 -0.977  -0.306
H -0.677 -7.071 -5.807  0.352
H -1.677 -5.629 -6.021  0.353
H -2.258 -6.962 -5.031  0.314
H 1.002 -7.022 -4.129  0.331
H 2.005 -6.022 -2.101  0.460
H -1.333 -3.350 -1.774  0.481
H -2.345 -4.380 -3.779  0.443
H 2.397 -2.933 -1.844  0.476
H 4.125 -2.958 0.381  0.461
H 2.553 -2.392 0.935  -0.085
H 4.331 -1.083 -1.130  0.363
H 3.531 -0.385 0.300  0.354

=====

Entry 5:
This record from the Open Molecules 2025 dataset describes 5 unconnected molecules or ions with the total composition C4H15NO6 at a distorted geometry. The level of theory is ωB97M-V/def2-TZVPD.

Calculated values
ΔE to the lowest compared entry with this formula, charge and spin   59.5 kcal/mol
HOMO energy   -9.93 eV
SMILES   N[C@H](C=O)CC=O.O.O.O.O
Electronic energy   -667.55269 Eh
Frontier orbital gap   10.186 eV

Last column: natural (NBO) charge in e.
CARTESIAN COORDINATES (ANGSTROEM)
N 0.047 -0.929 1.019  -0.857
C 1.213 -0.078 1.056  -0.163
C 2.336 -0.808 1.838  0.458
O 2.698 -1.942 1.683  -0.505
C 0.841 1.226 1.744  -0.522
C -0.426 1.764 1.100  0.466
O -1.201 2.467 1.677  -0.508
H 0.416 -1.891 1.148  0.386
H -0.515 -0.906 0.192  0.376
H 1.678 0.203 0.083  0.197
H 2.692 -0.216 2.677  0.103
H 0.697 1.142 2.814  0.231
H 1.660 1.894 1.584  0.228
H -0.577 1.443 0.015  0.093
O 0.522 1.385 -2.717  -0.974
H -0.270 1.700 -3.189  0.495
H 1.022 0.897 -3.379  0.470
O -1.977 -2.331 0.470  -0.967
H -2.011 -3.292 0.496  0.484
H -2.214 -2.014 1.362  0.493
O -0.559 -1.325 -2.218  -0.977
H -1.132 -1.306 -1.460  0.485
H 0.264 -0.824 -2.182  0.494
O -2.210 1.219 -3.391  -0.935
H -1.971 1.388 -2.466  0.461
H -2.080 0.256 -3.303  0.486

=====

Entry 6:
This record from the Open Molecules 2025 dataset describes C2H3ClSi in the gas phase at a distorted geometry. The level of theory is ωB97M-V/def2-TZVPD.

Calculated values
ΔE to the lowest compared entry with this formula, charge and spin   52.6 kcal/mol
HOMO energy   -9.85 eV
SMILES   [SiH3]C#CCl
Electronic energy   -827.57869 Eh
Frontier orbital gap   10.494 eV

Last column: natural (NBO) charge in e.
CARTESIAN COORDINATES (ANGSTROEM)
Si 1.221 -0.018 0.045  0.796
C -0.551 -0.162 0.328  -0.485
C -1.747 0.059 0.213  -0.061
Cl -3.420 -0.023 0.036  0.110
H 1.240 1.489 0.068  -0.106
H 1.293 -0.136 -1.416  -0.153
H 1.965 -1.209 0.727  -0.100